This record from the Open Molecules 2025 dataset describes an isolated molecule of C8H14 at a distorted geometry. The level of theory is wB97M-V/def2-TZVPD.

HOMO, hartree: -0.304
Gap between HOMO and LUMO, eV: 9.21
Total charge: 0
SMILES string: C=C(/C=C/C)CCC

Structure (XYZ):
```
22
Properties=species:S:1:pos:R:3:nbo_charge:R:1
C -0.3559 -0.2695 1.8168 -0.40
C -0.0524 -0.5917 0.5575 -0.01
C 1.2429 -0.1307 -0.0234 -0.23
C 2.0973 0.7834 0.4335 -0.15
C 3.1425 1.4087 -0.4645 -0.64
C -0.9773 -1.3335 -0.3748 -0.43
C -2.3960 -0.7391 -0.4324 -0.39
C -2.4476 0.5959 -1.1080 -0.63
H 0.3492 0.3396 2.3639 0.20
H -1.2638 -0.6556 2.2433 0.19
H 1.4325 -0.5807 -0.9965 0.19
H 2.3333 0.9160 1.4867 0.20
H 3.1456 0.8272 -1.3952 0.21
H 2.7299 2.3528 -0.8318 0.22
H 4.1285 1.4751 -0.0219 0.21
H -0.9751 -2.3925 -0.1039 0.22
H -0.5375 -1.3545 -1.3770 0.20
H -2.7424 -0.7664 0.6026 0.20
H -2.9763 -1.4916 -0.9664 0.20
H -2.3292 0.4601 -2.1807 0.20
H -3.4814 0.9541 -1.1971 0.21
H -1.7616 1.3915 -0.8330 0.22
```

This record from the Open Molecules 2025 dataset describes an isolated molecule of C8H14 at a distorted geometry. The level of theory is wB97M-V/def2-TZVPD.

HOMO, hartree: -0.323
Gap between HOMO and LUMO, eV: 9.87
Total charge: 0
SMILES string: C=C(CC)C/C=C/C

Structure (XYZ):
```
22
Properties=species:S:1:pos:R:3:nbo_charge:R:1
C -0.9025 1.6942 -1.5380 -0.41
C -0.6616 0.5106 -0.9712 0.04
C -1.6227 0.0754 0.0994 -0.44
C -3.0887 -0.1551 -0.2219 -0.61
C 0.6964 -0.0928 -1.1235 -0.47
C 1.1644 -0.8487 0.1945 -0.20
C 1.9113 -0.1998 1.1016 -0.18
C 2.6981 -0.9065 2.1273 -0.65
H -0.1963 2.1959 -2.2696 0.18
H -1.7528 2.3047 -1.5580 0.19
H -1.2702 -0.8311 0.5096 0.21
H -1.4818 0.7870 0.9684 0.21
H -3.2949 -1.2602 -0.2040 0.20
H -3.6779 0.2038 0.5798 0.21
H -3.3965 0.1844 -1.2165 0.22
H 1.2900 0.8083 -1.4342 0.22
H 0.8826 -0.6810 -1.9883 0.23
H 0.8304 -1.8861 0.3633 0.20
H 2.2096 0.8011 1.0557 0.19
H 3.6758 -0.5137 2.2517 0.22
H 2.0174 -0.6749 3.0801 0.22
H 2.9962 -1.9021 1.8531 0.22
```

This record from the Open Molecules 2025 dataset describes an isolated molecule of C8H14 at a distorted geometry. The level of theory is wB97M-V/def2-TZVPD.

HOMO, hartree: -0.328
Gap between HOMO and LUMO, eV: 9.97
Total charge: 0
SMILES string: C=C(C)C(=C)CCC

Structure (XYZ):
```
22
Properties=species:S:1:pos:R:3:nbo_charge:R:1
C -2.9433 0.0067 0.1980 -0.41
C -1.7424 -0.5473 0.2497 0.00
C -1.5607 -1.9492 0.8017 -0.66
C -0.4893 0.0379 -0.3211 0.00
C -0.3819 0.1353 -1.6456 -0.40
C 0.6791 0.2275 0.6413 -0.43
C 2.0679 0.2855 -0.0037 -0.40
C 2.5956 1.6954 -0.2303 -0.61
H -3.1648 1.0060 -0.1368 0.20
H -3.8008 -0.5214 0.6058 0.19
H -2.2788 -2.5770 0.3423 0.23
H -1.9579 -2.0259 1.8258 0.22
H -0.5385 -2.2831 0.8968 0.22
H -1.2710 0.1345 -2.2670 0.20
H 0.5457 0.1917 -2.1982 0.19
H 0.6306 -0.6539 1.2790 0.21
H 0.5266 1.1258 1.2397 0.22
H 2.1008 -0.2360 -0.9607 0.20
H 2.7739 -0.2839 0.6036 0.20
H 2.8078 2.2766 0.6685 0.20
H 1.8944 2.3430 -0.7650 0.21
H 3.5072 1.6119 -0.8238 0.21
```

This record from the Open Molecules 2025 dataset describes a structure of composition C8H14BN4O7P2PtS2. The level of theory is wB97M-V/def2-TZVPD.

HOMO (alpha / beta), hartree: -0.467 / -0.467
Gap between HOMO and LUMO (alpha / beta), eV: 6.04 / 6.04
Total charge: +1

Structure (XYZ):
```
39
Properties=species:S:1:pos:R:3:nbo_charge:R:1
Pt -1.0040 1.3733 0.0992 1.11
O 0.0371 3.9301 3.3229 -0.97
P 0.3307 2.7231 2.3688 2.54
O 0.6362 1.4192 2.9661 -1.10
O -0.9706 2.7482 1.4740 -0.95
O 1.4629 3.1857 1.3395 -1.08
P 1.0717 3.7651 -0.1384 2.54
O 2.4800 3.6644 -0.8666 -0.99
O 0.4754 5.0892 -0.1220 -1.06
O 0.2910 2.5751 -0.8094 -1.06
H 0.6632 4.0603 4.0456 0.53
H 2.8384 4.5405 -1.0574 0.53
C -2.0704 -0.7965 3.0871 -0.43
N -1.7604 -1.7827 2.0496 -0.30
C -1.1871 -3.0176 2.2549 -0.04
C -0.9696 -3.5624 1.0325 -0.03
N -1.4157 -2.6718 0.0853 -0.46
B -1.2735 -2.8209 -1.4538 0.16
N -0.1684 -1.8135 -2.0354 -0.40
C 0.1413 -1.9200 -3.3493 0.00
C 1.1497 -1.0395 -3.6348 -0.02
N 1.4400 -0.3839 -2.4907 -0.27
C 2.4950 0.6218 -2.3405 -0.42
C 0.6243 -0.8580 -1.5077 0.14
S 0.6562 -0.2655 0.1101 0.22
C -1.8828 -1.6138 0.7284 0.25
S -2.5324 -0.1960 -0.0577 0.10
H -2.0350 -1.2955 4.0506 0.24
H -3.0657 -0.3884 2.9320 0.23
H -1.3231 -0.0015 3.0755 0.26
H -0.9948 -3.3945 3.2437 0.25
H -0.5399 -4.5079 0.7542 0.26
H -0.8777 -3.9306 -1.6786 -0.01
H -2.3114 -2.5482 -1.9970 -0.01
H -0.3574 -2.6289 -3.9884 0.26
H 1.6774 -0.8506 -4.5535 0.25
H 2.9374 0.7880 -3.3180 0.23
H 3.2570 0.2588 -1.6557 0.23
H 2.0750 1.5457 -1.9651 0.26
```

This record from the Open Molecules 2025 dataset describes a cluster of 2 separate species, C8H14BNO2 in total at a distorted geometry. The level of theory is wB97M-V/def2-TZVPD.

HOMO, hartree: -0.202
Gap between HOMO and LUMO, eV: 4.13
Total charge: 0

Structure (XYZ):
```
26
Properties=species:S:1:pos:R:3:nbo_charge:R:1
C 4.3077 -0.4306 1.5763 -1.02
B 3.3401 -0.4678 0.3579 1.00
O 3.8201 -0.1370 -0.8954 -0.88
C 1.8039 -0.9052 0.4315 -0.08
C 1.4822 -2.2384 0.6153 -0.24
C 0.1405 -2.6211 0.6329 -0.10
C -0.8521 -1.6779 0.4589 -0.22
C -0.4931 -0.3531 0.2990 0.10
N 0.8007 -0.0130 0.2816 -0.42
H 4.8514 -1.3801 1.5823 0.26
H 5.0652 0.3299 1.3899 0.26
H 3.8413 -0.2682 2.5433 0.24
H 3.6521 -0.8837 -1.4852 0.51
H 2.2817 -2.9519 0.7329 0.23
H -0.1036 -3.6652 0.7600 0.23
H -1.8881 -1.9723 0.4468 0.27
H -1.2565 0.4209 0.1763 0.34
H 1.0157 0.9651 0.1346 0.44
C -3.9416 2.3478 -2.0104 -0.63
C -4.0067 2.2052 -0.4739 -0.01
O -3.3021 1.1337 -0.0415 -0.99
H -4.3559 1.4642 -2.5015 0.18
H -4.5195 3.2203 -2.3511 0.17
H -2.9093 2.4834 -2.3462 0.17
H -5.0962 2.1955 -0.2329 0.09
H -3.6778 3.1994 -0.0814 0.08
```

This record from the Open Molecules 2025 dataset describes a structure of composition C8H14Br2ClF3N2O7Ru at a distorted geometry. The level of theory is wB97M-V/def2-TZVPD.

HOMO (alpha / beta), hartree: -0.454 / -0.455
Gap between HOMO and LUMO (alpha / beta), eV: 5.24 / 5.81
Total charge: +1
Multiplicity: 2
Expectation value of S²: 1.0992

Structure (XYZ):
```
38
Properties=species:S:1:pos:R:3:lowdin_spin:R:1
Ru -0.2031 -0.4460 0.0094 0.87
O 3.0359 -1.4333 -2.0277 0.01
Cl 1.7858 -0.8624 -2.1464 0.00
O 1.4680 -0.4279 -3.4531 0.01
O 0.7343 -1.7609 -1.6958 0.02
O 1.6560 0.3042 -1.2858 0.08
Br -2.2426 0.3111 1.8155 -0.02
C -2.3992 -1.5787 2.2287 0.00
Br -1.8874 -2.5567 0.6090 -0.04
H -3.4358 -1.7973 2.4879 0.00
H -1.6976 -1.8266 3.0258 0.00
F 2.4540 0.0191 4.1818 0.00
C 2.8136 -0.2047 2.9161 0.00
F 3.6802 0.7324 2.5556 0.00
F 3.4184 -1.3851 2.8557 0.00
C 1.5367 -0.1834 2.0133 0.00
O 0.8224 -1.1983 2.0118 -0.03
O 1.2726 0.8487 1.3885 0.12
C 1.1284 2.7913 -2.9756 0.00
N -0.0260 2.4620 -2.1814 0.00
C -0.0436 2.9291 -0.8259 0.00
C -0.8318 1.3876 -2.4497 0.00
O -1.3945 0.7875 -1.5068 0.00
N -1.0642 0.9897 -3.7212 -0.01
C -1.5552 -0.3447 -3.9300 0.00
C -0.9691 1.8248 -4.8841 0.00
H 1.9760 2.9469 -2.3060 0.00
H 0.9784 3.7119 -3.5460 0.00
H 1.3704 1.9750 -3.6561 0.00
H 0.3588 3.9390 -0.7802 0.00
H 0.5855 2.2832 -0.1876 0.00
H -1.0658 2.9104 -0.4416 0.00
H -1.2679 -0.9827 -3.0912 0.00
H -1.1159 -0.7395 -4.8464 0.00
H -2.6458 -0.3635 -4.0176 0.00
H -0.9465 2.8772 -4.6143 0.00
H -1.8457 1.6478 -5.5127 0.00
H -0.0845 1.5752 -5.4773 0.00
```

This record from the Open Molecules 2025 dataset describes a structure of composition C8H14Br4Cl6O2Sr3 at a distorted geometry. The level of theory is wB97M-V/def2-TZVPD.

HOMO, hartree: -0.652
Gap between HOMO and LUMO, eV: 2.46
Total charge: +4

Structure (XYZ):
```
37
Properties=species:S:1:pos:R:3:lowdin_charge:R:1
Sr 4.3912 -1.0919 3.9581 1.85
Sr 1.8537 2.0901 2.9289 1.42
Sr -0.1173 -0.4633 5.6451 1.74
O 0.7653 0.6531 1.0600 -0.43
C 1.1348 -0.6795 1.2918 -0.36
C 1.0981 -1.2770 2.7418 -0.33
O 1.7648 -0.6061 3.8621 -0.75
H 2.1291 -0.8669 0.8864 0.10
H 0.4978 -1.2719 0.6350 0.09
H 1.6255 -2.2293 2.6860 0.11
H 0.1138 -1.4877 3.1598 0.05
Br -3.0320 -0.4467 2.7124 0.58
C -2.5941 0.2753 0.8574 -0.61
C -3.8175 0.2270 0.0198 -0.65
Br -3.5654 1.2133 -1.7394 0.64
H -1.8104 -0.3598 0.4443 0.02
H -2.1007 1.2356 1.0070 0.02
H -4.6824 0.6863 0.4985 0.06
H -4.1622 -0.7898 -0.1683 0.03
Br 3.1666 -1.4726 -2.7187 0.55
C 2.0413 -0.1243 -3.7352 -0.55
C 1.2902 0.7052 -2.6220 -0.64
Br -0.0228 2.0925 -3.3141 0.63
H 1.2184 -0.7046 -4.1524 0.03
H 2.5006 0.5114 -4.4921 0.08
H 2.0710 1.1292 -1.9906 0.03
H 0.6884 0.0315 -2.0119 0.01
C -0.7374 -3.0009 -1.3524 -1.52
Cl -2.4543 -2.8176 -1.0142 0.61
Cl -0.2414 -3.1873 -3.1185 0.54
Cl -0.1696 -4.4068 -0.5143 0.55
H -0.2414 -2.1337 -0.9165 -0.04
C 0.2441 3.5239 -0.1297 -1.41
Cl -0.3872 4.8304 -1.1982 0.58
Cl -0.4629 3.7137 1.4678 0.54
Cl 2.0912 3.8514 0.0136 0.48
H -0.0870 2.6477 -0.6871 -0.04
```

This record from the Open Molecules 2025 dataset describes a structure of composition C8H14Br4O3 at a distorted geometry. The level of theory is wB97M-V/def2-TZVPD.

HOMO, hartree: -0.355
Gap between HOMO and LUMO, eV: 9.50
Total charge: 0

Structure (XYZ):
```
29
Properties=species:S:1:pos:R:3:nbo_charge:R:1
Br 7.0419 -10.8251 -23.3059 0.01
C 6.8754 -12.3806 -24.5547 -0.43
C 6.9478 -13.6946 -23.8147 -0.47
Br 6.7440 -15.3015 -24.9843 0.01
H 7.6007 -12.4009 -25.3682 0.24
H 5.8996 -12.2052 -25.0075 0.22
H 6.1932 -13.7155 -23.0284 0.20
H 7.9234 -13.8010 -23.3405 0.22
Br 4.5073 -14.4385 -23.0695 0.04
C 5.6174 -15.3833 -21.6734 -0.41
C 5.2392 -16.8527 -21.5856 -0.45
Br 6.0407 -17.7928 -23.1332 -0.01
H 5.3386 -14.8985 -20.7379 0.21
H 6.6741 -15.2080 -21.8757 0.23
H 4.1573 -16.9710 -21.5264 0.24
H 5.5922 -17.3963 -20.7093 0.24
C 4.5199 -11.6883 -22.5762 -0.67
C 3.9054 -12.2505 -21.3579 0.02
C 4.9166 -12.5666 -20.3182 -0.10
O 4.4270 -11.8230 -19.2222 -0.48
C 3.4277 -11.0861 -19.4979 0.97
O 2.8881 -10.2911 -18.7211 -0.61
O 3.2261 -11.1830 -20.7671 -0.47
H 5.3364 -10.9957 -22.3722 0.22
H 3.8839 -11.2031 -23.3166 0.23
H 5.0328 -12.4330 -23.1848 0.21
H 3.3307 -13.1445 -21.6001 0.20
H 5.8456 -12.1706 -20.7283 0.20
H 4.8380 -13.6106 -20.0146 0.18
```

This record from the Open Molecules 2025 dataset describes a structure of composition C8H14BrClCuN2O4 at a distorted geometry. The level of theory is wB97M-V/def2-TZVPD.

HOMO, hartree: -0.131
Gap between HOMO and LUMO, eV: 6.94
Total charge: -1

Structure (XYZ):
```
31
Properties=species:S:1:pos:R:3:nbo_charge:R:1
Cu -0.0628 -0.4344 -0.1046 0.90
Br 0.9767 1.0742 -0.8419 -0.71
Cl -1.5625 0.4435 1.2957 2.60
O -1.4880 0.6516 -0.1167 -0.91
O -0.3613 -0.3169 1.6985 -0.91
O -1.7468 1.6742 1.9216 -0.82
O -2.6556 -0.3920 1.6353 -0.86
C -1.8560 1.6449 -1.9506 -0.63
C -1.7515 0.5756 -2.9901 -0.39
C -1.9558 -0.7906 -2.3837 -0.47
C -0.6870 -1.3614 -1.7445 0.24
N 0.2312 -1.7619 -1.1932 -0.40
H -1.5074 2.5494 -2.4492 0.18
H -1.2362 1.4105 -1.0852 0.30
H -2.8920 1.7712 -1.6361 0.17
H -0.8185 0.7016 -3.5393 0.22
H -2.5115 0.6058 -3.7709 0.18
H -2.1369 -1.5854 -3.1073 0.22
H -2.6459 -0.8305 -1.5409 0.24
C 2.5676 0.9699 1.6084 -0.64
C 2.9835 -0.4991 1.8681 -0.39
C 1.8620 -1.4393 2.3161 -0.50
C 0.8736 -1.8227 1.3114 0.31
N 0.0748 -2.1483 0.5147 -0.43
H 2.4227 1.4577 2.5724 0.17
H 1.6666 1.0776 1.0045 0.25
H 3.3788 1.5699 1.1961 0.20
H 3.7795 -0.6063 2.6050 0.19
H 3.5839 -0.8654 1.0354 0.21
H 1.1806 -1.0174 3.0550 0.26
H 2.2943 -2.3060 2.8162 0.23
```

For the records above, the corresponding energy relative to the best compared isomer or geometry (same formula, charge and spin) values read 43.1 67.7 37.8 15.6 0.0 55.9 18.8 128.7 285.1 kcal per mole.